1.
The following is a DFT calculation (ωB97M-V/def2-TZVPD) of a structure of composition C18H24ClIN3O3Re.

The geometry in XYZ format:
```
51
Properties=species:S:1:pos:R:3:forces:R:3:lowdin_charge:R:1
Re -0.250 -0.114 0.150 0.114 0.887 0.133 1.305
N 1.193 0.015 2.171 -0.061 -0.311 -0.269 -0.029
C 0.502 -0.458 3.379 0.080 0.129 -0.046 -0.218
C -0.244 -1.715 3.035 -0.256 -0.079 -0.208 -0.209
N -1.235 -1.418 1.979 0.198 -0.153 0.005 -0.166
C -2.004 -2.620 1.583 0.184 0.189 0.166 -0.225
C -3.172 -2.204 0.730 0.021 0.272 -0.182 -0.248
N -2.668 -1.359 -0.354 -0.055 -0.052 0.087 -0.024
H 1.456 0.989 2.260 -0.018 0.153 -0.028 0.093
H 2.039 -0.521 2.022 0.162 0.005 0.005 0.094
H 1.179 -0.644 4.209 0.136 0.024 0.090 0.130
H -0.193 0.317 3.698 0.005 0.039 0.048 0.111
H 0.446 -2.466 2.649 0.048 -0.116 -0.041 0.108
H -0.725 -2.132 3.920 -0.082 -0.051 0.069 0.132
H -1.906 -0.755 2.361 -0.116 0.083 0.033 0.058
H -1.333 -3.284 1.043 0.078 -0.146 -0.108 0.072
H -2.364 -3.166 2.453 0.022 -0.038 0.211 0.130
H -3.729 -3.081 0.402 -0.011 -0.056 -0.121 0.126
H -3.847 -1.598 1.333 -0.079 -0.078 0.027 0.077
H -2.336 -1.889 -1.145 0.085 -0.207 -0.193 0.064
H -3.385 -0.747 -0.717 -0.076 0.121 0.021 0.079
I 0.924 -2.450 -0.680 -0.145 -0.121 0.019 1.234
C 2.192 -1.422 -1.991 -0.254 0.019 0.198 -0.571
C 2.989 -2.155 -2.806 0.231 -0.049 -0.217 -0.132
C 3.863 -1.461 -3.671 -0.016 -0.161 0.020 -0.055
C 3.890 -0.100 -3.651 0.030 0.123 -0.031 -0.011
C 3.056 0.648 -2.782 0.042 0.092 -0.025 -0.150
C 3.126 2.064 -2.758 0.128 -0.072 -0.136 -0.018
C 2.352 2.772 -1.895 -0.188 0.021 0.194 -0.049
C 1.438 2.106 -1.041 0.216 0.128 -0.075 -0.095
C 1.296 0.735 -1.041 -0.131 -0.123 0.342 -0.268
C 2.150 -0.017 -1.913 0.108 0.138 -0.105 -0.238
H 2.969 -3.239 -2.798 0.000 0.077 -0.024 0.103
H 4.509 -2.020 -4.335 -0.032 0.019 0.021 0.116
H 4.564 0.442 -4.306 -0.048 -0.034 0.053 0.124
H 3.814 2.565 -3.433 -0.075 -0.069 0.087 0.123
H 2.416 3.854 -1.864 -0.015 -0.074 0.018 0.114
H 0.832 2.704 -0.373 0.027 -0.010 -0.090 0.091
C -1.834 1.858 -1.865 0.028 -0.127 -0.167 -0.040
C -1.160 0.523 -1.670 0.152 -0.613 0.005 -0.535
O -1.130 -0.315 -2.552 -0.055 0.302 0.274 -0.027
H -1.635 2.212 -2.879 -0.028 -0.039 0.069 0.097
H -1.525 2.590 -1.133 0.047 0.102 0.098 0.055
H -2.912 1.700 -1.770 0.029 0.015 0.022 0.087
Cl -3.579 1.009 1.753 0.231 0.312 0.023 0.651
C -2.523 2.256 2.495 -0.168 -0.051 -0.301 -0.428
C -1.051 2.220 2.121 0.660 -0.588 -0.115 -0.645
O -0.287 2.726 2.910 0.012 0.026 -0.218 0.097
O -0.649 1.668 0.983 -1.063 0.052 0.306 -0.271
H -2.603 2.148 3.567 0.007 -0.006 0.133 0.086
H -2.917 3.227 2.217 -0.108 0.098 -0.076 0.093
```
Positions in Å, forces in eV/Å.

For the energy above the lowest of the compared OMol25 structures with the same formula, charge and spin, the calculation gives 14.2 kcal per mole. As for the multiplicity: 4. Its largest force on an atom is 0.0215 hartree/bohr. The charge is +1. The electronic energy comes out at -1926.2363 Eh.

=====

2.
The following is a DFT calculation (ωB97M-V/def2-TZVPD) of an isolated molecule of C18H24ClNOS.

The geometry in XYZ format:
```
46
Properties=species:S:1:pos:R:3:forces:R:3:lowdin_charge:R:1
C 2.678 -0.564 -0.210 -0.034 -0.002 -0.054 -0.024
C 2.303 0.096 1.082 -0.117 0.001 0.153 -0.209
C 2.883 1.316 1.409 -0.053 0.031 0.112 -0.062
C 2.579 1.944 2.603 -0.112 -0.231 -0.061 -0.667
C 1.706 1.360 3.507 0.036 0.060 0.004 -0.095
C 1.117 0.153 3.181 0.061 0.002 -0.114 -0.023
C 1.386 -0.474 1.968 0.432 0.143 0.187 -0.121
C 0.723 -1.784 1.667 -0.474 0.030 -0.138 -0.338
O 1.285 -2.839 1.830 0.149 -0.090 0.030 0.130
C -0.699 -1.709 1.139 0.081 -0.010 0.003 -0.207
C -0.762 -0.883 -0.154 0.038 -0.238 0.047 -0.143
N -2.105 -0.944 -0.688 -0.120 -0.007 0.069 -0.132
C -3.041 -0.308 0.217 -0.168 -0.167 0.131 -0.191
C -3.070 -1.081 1.533 0.057 0.297 -0.002 -0.167
C -1.676 -1.105 2.152 -0.128 -0.200 -0.101 -0.157
H -1.680 -1.694 3.071 0.041 0.047 0.078 0.124
H -1.373 -0.084 2.392 -0.003 0.021 0.061 0.112
H -3.401 -2.101 1.335 -0.070 -0.027 -0.003 0.118
H -3.779 -0.614 2.218 -0.038 -0.021 0.029 0.112
H -4.034 -0.321 -0.238 0.036 0.056 -0.017 0.123
H -2.770 0.744 0.422 -0.051 0.002 -0.017 0.125
C -2.249 -0.570 -2.085 0.299 -0.020 -0.219 -0.341
C -1.654 0.800 -2.454 -0.326 -0.072 0.117 -0.212
C -2.040 1.209 -3.866 0.288 -0.281 -0.254 -0.479
H -1.647 2.194 -4.114 -0.080 0.033 -0.012 0.071
H -3.123 1.213 -3.997 -0.026 0.121 0.052 0.079
S -1.332 0.073 -5.098 -0.156 0.016 -0.011 0.841
C -2.072 -1.455 -4.441 0.327 0.378 -0.113 -0.478
C -1.677 -1.669 -2.990 -0.312 0.036 0.035 -0.214
H -0.588 -1.689 -2.926 0.039 -0.037 0.022 0.105
H -2.057 -2.634 -2.646 -0.006 -0.018 0.073 0.121
H -1.700 -2.259 -5.075 -0.077 -0.029 -0.024 0.071
H -3.155 -1.380 -4.555 -0.031 -0.133 0.001 0.078
H -0.565 0.766 -2.378 0.031 0.028 0.047 0.108
H -2.023 1.556 -1.756 0.029 0.027 0.079 0.115
H -3.331 -0.528 -2.271 0.067 0.001 0.002 0.145
H -0.074 -1.308 -0.885 0.080 0.071 -0.031 0.120
H -0.448 0.152 0.071 0.035 -0.026 -0.083 0.139
H -1.016 -2.731 0.911 0.117 0.060 0.012 0.158
H 0.457 -0.321 3.891 -0.104 -0.017 0.073 0.120
H 1.495 1.839 4.449 0.007 0.064 0.084 0.106
Cl 3.314 3.462 2.982 0.076 0.159 0.042 0.675
H 3.585 1.772 0.728 0.091 0.069 -0.052 0.115
H 2.433 -1.622 -0.196 0.052 -0.073 -0.084 0.079
H 3.746 -0.457 -0.387 0.052 -0.048 -0.051 0.088
H 2.157 -0.093 -1.043 -0.032 -0.005 -0.102 0.084
```
Positions in Å, forces in eV/Å.

For the energy above the lowest of the compared OMol25 structures with the same formula, charge and spin, the calculation gives 8.8 kcal per mole. The SMILES is Cc1cc(Cl)ccc1C(=O)[C@H]1CCCN(C2CCSCC2)C1. As for the multiplicity: 1. Its largest force on an atom is 0.0100 hartree/bohr. The charge is 0. The electronic energy comes out at -1688.6839 Eh.

=====

3.
The following is a DFT calculation (ωB97M-V/def2-TZVPD) of a structure of composition C18H24CoN4OPS6.

The geometry in XYZ format:
```
55
Properties=species:S:1:pos:R:3:forces:R:3:lowdin_charge:R:1
Co 2.179 0.873 0.216 -0.003 0.298 0.462 0.040
S 2.084 0.495 -4.152 0.068 -0.194 -0.019 0.951
C 1.707 2.136 -3.833 -0.038 0.128 -0.079 -0.448
C 1.758 2.431 -2.504 0.016 0.069 0.146 -0.221
C 2.108 1.316 -1.664 -0.168 0.247 -0.174 -0.263
C 2.312 0.215 -2.452 0.034 -0.227 -0.100 -0.544
C 2.633 -1.040 -1.810 -0.037 0.028 -0.355 -0.272
C 2.841 -2.264 -2.450 -0.013 0.034 -0.135 -0.028
C 3.133 -3.384 -1.698 -0.021 -0.021 -0.318 -0.084
C 3.219 -3.266 -0.324 -0.002 0.093 0.293 -0.074
C 2.999 -2.022 0.242 0.016 0.045 0.101 -0.131
N 2.709 -0.930 -0.470 0.042 -0.342 0.190 0.035
H 1.476 2.795 -4.663 0.031 -0.062 0.162 0.054
H 1.547 3.425 -2.122 0.022 -0.102 -0.020 0.077
H 2.770 -2.308 -3.531 0.001 -0.038 0.047 0.098
H 3.295 -4.342 -2.177 -0.006 0.033 -0.033 0.102
H 3.448 -4.115 0.305 -0.004 0.045 0.014 0.098
H 3.058 -1.885 1.314 -0.019 0.017 0.004 0.050
S 0.884 4.340 6.426 0.159 0.148 0.169 0.414
C 1.338 3.581 5.024 -0.482 -0.313 -0.270 -1.557
S 1.190 4.274 3.463 0.136 0.282 -0.230 0.869
C 1.691 2.902 2.496 -0.192 0.414 -0.233 -1.141
C 1.982 1.792 3.190 0.018 -0.419 0.306 -1.153
S 2.462 0.290 2.451 0.016 0.047 -0.003 0.564
S 1.799 1.934 4.926 0.284 -0.259 0.122 0.867
S 1.745 3.000 0.758 0.041 0.141 0.034 0.603
C -3.792 0.753 0.911 0.102 0.059 0.051 -0.128
N -2.342 0.830 0.977 -0.090 0.024 0.237 -0.292
C -1.816 1.310 2.260 -0.138 0.075 -0.082 -0.074
P -1.363 -0.158 0.078 0.028 0.082 -0.257 0.530
O 0.048 0.227 0.227 0.006 -0.171 0.029 -0.285
N -1.550 -1.772 0.441 -0.115 -0.170 0.109 -0.297
C -0.697 -2.321 1.495 -0.074 -0.081 -0.107 -0.095
C -2.852 -2.411 0.337 0.122 0.002 0.028 -0.129
N -2.029 -0.043 -1.454 0.225 0.124 -0.239 -0.290
C -1.411 -0.944 -2.445 -0.058 0.130 0.076 -0.098
C -2.041 1.339 -1.978 -0.008 -0.196 0.008 -0.092
H -4.217 1.751 1.055 0.013 -0.001 0.004 0.082
H -4.208 0.101 1.690 0.013 -0.008 -0.005 0.076
H -4.112 0.383 -0.063 0.044 0.012 0.032 0.067
H -2.175 2.326 2.446 -0.009 -0.038 -0.028 0.090
H -0.730 1.337 2.236 0.079 -0.012 -0.057 0.060
H -2.142 0.672 3.091 0.005 0.010 -0.043 0.086
H 0.233 -1.760 1.554 0.015 0.044 -0.026 0.047
H -0.470 -3.369 1.273 -0.019 0.060 0.004 0.081
H -1.186 -2.276 2.476 -0.017 -0.005 -0.015 0.083
H -3.444 -1.945 -0.450 0.045 0.002 0.020 0.068
H -3.416 -2.360 1.278 0.006 0.012 0.001 0.077
H -2.724 -3.469 0.085 0.019 0.010 0.012 0.080
H -1.412 -1.969 -2.083 -0.005 -0.014 0.041 0.070
H -0.377 -0.651 -2.672 -0.064 0.005 0.028 0.067
H -1.993 -0.896 -3.368 -0.009 0.013 0.021 0.081
H -2.490 2.017 -1.258 -0.021 -0.001 0.053 0.072
H -2.631 1.358 -2.897 0.006 -0.026 0.020 0.081
H -1.028 1.694 -2.200 -0.002 -0.028 0.007 0.078
```
Positions in Å, forces in eV/Å.

For the energy above the lowest of the compared OMol25 structures with the same formula, charge and spin, the calculation gives 0.0 kcal per mole. As for the multiplicity: 2. Its largest force on an atom is 0.0123 hartree/bohr. The charge is -1. The electronic energy comes out at -5108.0019 Eh.

=====

4.
The following is a DFT calculation (ωB97M-V/def2-TZVPD) of a cluster of 5 separate species, C18H24F12O12S in total.

The geometry in XYZ format:
```
67
Properties=species:S:1:pos:R:3:forces:R:3:lowdin_charge:R:1
C -11.797 14.993 -29.928 -0.418 -0.021 -1.078 -0.053
C -13.179 15.060 -30.632 0.466 -0.389 0.759 -0.205
O -12.924 14.764 -32.007 -0.965 -1.487 -2.739 -0.016
C -13.962 14.243 -32.781 -3.098 3.409 3.720 -0.264
O -15.162 14.372 -32.429 4.326 -1.225 -1.476 0.120
C -13.578 13.757 -34.167 0.242 -0.192 -2.543 -0.512
F -13.513 12.428 -34.213 -0.064 -0.162 0.482 0.173
F -14.519 14.121 -35.098 0.769 -0.057 1.346 0.133
F -12.395 14.215 -34.637 -0.695 0.067 0.829 0.152
H -11.330 14.050 -30.212 -0.137 -0.248 0.535 0.077
H -11.841 15.157 -28.852 -0.142 -0.229 -0.114 0.076
H -11.117 15.724 -30.365 -0.213 0.355 0.058 0.072
H -13.640 16.039 -30.509 -0.088 -0.027 -0.252 0.125
H -13.873 14.285 -30.307 0.023 0.195 0.477 0.121
C -2.346 20.357 -19.835 -0.193 0.009 -0.205 -0.071
C -1.118 21.248 -19.857 0.173 0.089 1.494 -0.161
O -0.210 20.790 -18.764 1.605 -0.051 -0.297 -0.007
C 0.916 21.497 -18.482 -1.354 4.158 -1.949 -0.300
O 1.131 22.674 -18.904 -0.498 -4.833 1.642 0.092
C 1.915 20.736 -17.548 -1.133 0.084 -0.867 -0.505
F 2.735 21.635 -16.998 -0.398 -1.112 0.113 0.173
F 1.242 19.993 -16.620 1.129 0.953 -0.658 0.144
F 2.602 19.894 -18.353 0.009 0.317 0.815 0.151
H -2.185 19.278 -19.823 0.585 0.094 0.171 0.081
H -2.884 20.512 -20.769 -0.181 0.299 0.041 0.077
H -3.001 20.601 -18.998 0.040 0.015 -0.057 0.079
H -1.365 22.258 -19.531 -0.149 0.082 -0.552 0.121
H -0.630 21.264 -20.831 0.367 -0.106 0.309 0.128
C -4.186 15.397 -28.802 0.496 0.686 -0.258 -0.072
C -5.054 14.590 -29.721 0.364 -0.702 -0.080 -0.194
O -4.693 13.170 -29.682 0.628 -1.772 -0.570 -0.005
C -3.771 12.675 -30.581 0.216 3.207 -0.739 -0.294
O -3.192 13.387 -31.397 -1.211 -1.949 1.567 0.127
C -3.398 11.150 -30.432 -0.953 -0.544 0.152 -0.567
F -4.116 10.315 -31.234 0.099 1.085 0.229 0.144
F -2.136 10.926 -30.672 1.264 0.568 -1.129 0.193
F -3.555 10.736 -29.195 -1.010 -0.012 1.274 0.176
H -4.553 15.338 -27.777 0.215 -0.271 -0.003 0.079
H -4.354 16.428 -29.114 0.293 0.238 0.097 0.084
H -3.121 15.169 -28.849 -0.078 0.038 -0.071 0.085
H -5.077 14.845 -30.780 0.167 0.463 0.253 0.123
H -6.016 14.758 -29.237 -0.498 -1.042 -0.717 0.121
C -11.064 9.074 -24.714 -0.649 -0.690 0.070 -0.067
C -11.199 9.235 -26.211 0.649 0.468 -0.378 -0.178
O -10.410 8.198 -26.871 0.286 -0.600 -0.068 0.030
C -10.170 8.186 -28.176 -2.649 2.774 -2.037 -0.359
O -10.622 8.945 -29.048 0.955 -1.306 2.667 0.126
C -9.374 7.001 -28.676 -1.477 0.405 0.925 -0.647
F -10.250 6.005 -28.914 0.278 -0.380 0.200 0.168
F -8.779 7.300 -29.776 0.963 0.234 -1.820 0.222
F -8.486 6.666 -27.787 1.169 -1.217 1.102 0.206
H -11.708 8.238 -24.440 0.337 -0.378 0.172 0.077
H -11.545 9.895 -24.183 0.362 0.370 -0.212 0.082
H -10.051 8.892 -24.355 -0.076 0.200 -0.138 0.086
H -10.782 10.177 -26.569 -0.313 0.102 -0.010 0.126
H -12.256 9.137 -26.460 0.171 0.039 -0.474 0.130
C -8.799 17.885 -23.725 -1.145 1.130 -0.381 -0.182
C -10.138 17.403 -23.116 1.156 1.125 2.151 -0.198
O -10.216 16.064 -23.419 0.325 -2.780 -1.548 -0.198
S -8.763 15.346 -23.657 -0.405 -0.537 -2.509 0.734
O -8.821 14.567 -24.930 0.179 2.381 3.740 -0.265
O -8.289 14.740 -22.448 -0.440 0.433 -1.027 -0.224
O -7.970 16.772 -23.866 0.043 -2.234 -0.033 -0.194
H -8.235 18.612 -23.140 -0.402 0.030 0.142 0.135
H -9.032 18.307 -24.703 0.314 0.026 -0.187 0.127
H -11.041 17.956 -23.376 0.225 -0.216 -0.620 0.138
H -10.095 17.403 -22.026 0.142 0.645 0.261 0.127
```
Positions in Å, forces in eV/Å.

For the energy above the lowest of the compared OMol25 structures with the same formula, charge and spin, the calculation gives 67.0 kcal per mole. The SMILES is CCOC(=O)C(F)(F)F.CCOC(=O)C(F)(F)F.CCOC(=O)C(F)(F)F.CCOC(=O)C(F)(F)F.O=S1(=O)OCCO1. As for the multiplicity: 1. Its largest force on an atom is 0.1151 hartree/bohr. The charge is 0. The electronic energy comes out at -3199.6848 Eh.